The following is a DFT calculation (ωB97M-V/def2-TZVPD) of C12H20BCl10F10NO4S2Sn as an isolated structure in a non-equilibrium geometry.

Summary:
* LUMO level (spin up / spin down): -0.48 / -0.34 eV
* maximum force: 3.44 eV/A
* M: 980.46 g/mol
* total energy: -7461.2843 hartree

Geometry as ORCA input:
```
! RIJCOSX wB97M-V def2-TZVPD def2/J DEFGRID3
* xyz -1 2
Sn -3.57 -0.41 2.08
B -0.71 -1.18 0.55
F -1.54 -2.23 0.47
F 0.39 -1.37 -0.18
F -1.45 -0.06 0.04
F -0.44 -0.95 1.84
C -3.63 3.53 -2.55
F -2.79 3.23 -3.54
F -3.74 4.83 -2.42
F -4.80 2.90 -2.71
S -2.79 2.89 -0.94
O -3.75 1.91 -0.35
O -1.49 2.39 -1.35
N -2.86 4.34 0.09
S -1.55 4.01 0.94
O -1.51 2.65 1.49
O -0.29 4.50 0.40
C -1.86 5.14 2.62
F -1.85 4.38 3.77
F -0.83 6.01 2.77
F -2.97 5.89 2.41
Cl 3.57 1.34 -0.42
C 1.95 1.82 0.25
C 1.70 1.26 1.63
Cl 2.67 1.97 2.97
H 1.20 1.31 -0.35
H 1.85 2.91 0.26
H 2.03 0.23 1.56
H 0.68 1.28 2.03
Cl -2.00 0.03 -3.25
C -0.27 0.02 -3.34
C 0.28 1.06 -4.28
Cl 1.98 0.77 -4.59
H 0.07 -0.96 -3.66
H 0.19 0.24 -2.37
H 0.27 2.04 -3.81
H -0.36 1.11 -5.16
Cl 3.63 -3.76 0.54
C 3.39 -2.17 -0.21
C 2.80 -2.24 -1.64
Cl 3.75 -3.33 -2.66
H 4.40 -1.75 -0.27
H 2.78 -1.53 0.43
H 2.71 -1.32 -2.22
H 1.83 -2.72 -1.56
Cl 0.73 -2.46 6.57
C 1.20 -2.11 4.89
C 2.61 -1.54 4.72
Cl 3.81 -2.65 5.40
H 0.41 -1.53 4.42
H 1.07 -3.00 4.27
H 2.67 -0.57 5.20
H 2.85 -1.42 3.66
Cl 0.00 -4.20 -3.32
C -1.12 -3.71 -2.00
C -2.02 -4.80 -1.41
Cl -3.01 -5.74 -2.51
H -1.68 -2.85 -2.37
H -0.47 -3.37 -1.19
H -2.69 -4.43 -0.63
H -1.41 -5.61 -0.99
*
```

Just the Mulliken charges please, in e? Sure, here they are: 0.872 -0.204 -0.269 0.174 -0.171 -0.259 0.467 -0.171 -0.194 -0.211 1.147 -0.692 -0.376 -0.668 1.049 -0.496 -0.657 0.503 -0.214 -0.244 -0.209 -0.205 0.601 0.825 -0.272 -0.632 0.402 -0.769 0.040 -0.191 0.622 -0.434 -0.220 0.337 -0.760 0.176 0.418 -0.225 0.323 0.829 -0.229 0.430 -0.610 0.046 -0.629 -0.219 -0.220 -0.005 -0.204 0.049 0.364 0.318 -0.068 -0.203 0.505 -0.519 -0.226 0.154 -0.369 0.249 0.348